Record 1
Density functional theory data (ωB97M-V with the def2-TZVPD basis set) for an isolated molecule of C5H11OP at a distorted geometry.

Calculated values
E_HOMO = -9.710 eV
structure (SMILES) = CC1(C)O[C@]1(C)P
relative energy (zero: lowest compared OMol25 entry of this formula, charge and spin) = 56.3 kcal/mol

Element x y z (Å)
C: -0.873 1.191 1.261
C: -0.050 0.723 0.055
C: -0.158 1.761 -1.151
O: 1.318 0.459 0.322
C: 0.439 -0.689 -0.229
C: -0.015 -1.730 0.844
P: 0.792 -1.395 -1.904
H: -0.182 1.263 2.155
H: -1.793 0.600 1.359
H: -1.291 2.199 0.977
H: 0.770 1.658 -1.754
H: -0.131 2.829 -0.684
H: -0.984 1.653 -1.772
H: 0.778 -2.509 0.960
H: -0.976 -2.148 0.612
H: -0.128 -1.334 1.850
H: 0.394 -2.666 -1.318
H: 2.092 -1.865 -1.584


Record 2
Density functional theory data (ωB97M-V with the def2-TZVPD basis set) for a cluster of 2 separate species, C5H11PS in total at a distorted geometry.

Calculated values
E_HOMO (spin up / spin down) = -8.281 / -7.879 eV
relative energy (zero: lowest compared OMol25 entry of this formula, charge and spin) = 48.4 kcal/mol

Element x y z (Å)
C: 1.683 -0.093 -0.666
C: 0.891 -1.162 0.082
C: 0.859 1.192 -0.615
C: -0.536 -0.944 -0.243
C: -1.823 1.391 0.511
P: -0.906 0.654 -0.937
S: -0.869 -2.395 -2.574
H: 2.672 0.055 -0.230
H: 1.804 -0.410 -1.702
H: 1.229 -2.172 -0.152
H: 1.003 -1.030 1.167
H: 0.920 1.669 0.367
H: 1.184 1.907 -1.369
H: -1.304 -1.597 0.139
H: -2.839 0.998 0.502
H: -1.867 2.469 0.376
H: -1.346 1.153 1.458
H: -1.245 -3.451 -1.866


Record 3
Density functional theory data (ωB97M-V with the def2-TZVPD basis set) for the ion C5H12 with charge -1.

Calculated values
spin multiplicity = 2
E_HOMO (spin up / spin down) = 1.675 / -7.180 eV
charge = -1
relative energy (zero: lowest compared OMol25 entry of this formula, charge and spin) = 0.0 kcal/mol

Element x y z (Å)
C: 0.779 -1.956 1.027
C: 0.896 -0.752 0.091
C: 0.226 0.512 0.643
C: -1.060 0.841 -0.143
C: -0.774 1.405 -1.549
H: 1.079 -2.867 0.510
H: -0.255 -2.071 1.334
H: 1.401 -1.748 1.902
H: 0.515 -1.003 -0.903
H: 1.962 -0.605 -0.048
H: -0.040 0.416 1.701
H: 0.921 1.326 0.502
H: -1.604 -0.096 -0.193
H: -1.667 1.538 0.430
H: -0.833 2.497 -1.505
H: 0.250 1.156 -1.815
H: -1.354 0.904 -2.329


Record 4
Density functional theory data (ωB97M-V with the def2-TZVPD basis set) for a cluster of 2 separate species, C5H12 in total at a distorted geometry.

Calculated values
E_HOMO = -8.814 eV
structure (SMILES) = C=CC.CC
relative energy (zero: lowest compared OMol25 entry of this formula, charge and spin) = 65.3 kcal/mol

Element x y z (Å)
C: 2.311 -0.030 -0.034
C: 1.608 -0.488 1.023
C: 0.997 0.479 2.064
H: 2.319 -0.620 -0.949
H: 3.089 0.729 -0.035
H: 1.626 -1.578 1.043
H: 1.539 1.433 1.974
H: 0.029 0.873 1.763
H: 1.298 0.015 2.985
C: -2.654 -0.608 -1.593
C: -1.747 0.572 -1.243
H: -3.393 -0.330 -2.331
H: -3.019 -1.029 -0.644
H: -2.108 -1.528 -1.843
H: -2.300 1.494 -1.026
H: -1.286 0.313 -0.301
H: -1.025 0.816 -2.022


Record 5
Density functional theory data (ωB97M-V with the def2-TZVPD basis set) for a structure of composition C5H12 at a distorted geometry.

Calculated values
E_HOMO = -8.363 eV
relative energy (zero: lowest compared OMol25 entry of this formula, charge and spin) = 66.7 kcal/mol

Element x y z (Å)
C: 0.665 -0.098 0.426
C: -1.113 0.435 0.874
C: 0.783 -1.534 -0.045
C: 1.404 0.887 -0.457
C: -1.601 0.333 -0.455
H: 1.037 -0.019 1.452
H: -1.011 1.440 1.270
H: -1.463 -0.321 1.570
H: 0.460 -1.641 -1.081
H: 1.821 -1.881 0.006
H: 1.244 1.916 -0.130
H: 2.484 0.703 -0.434
H: 1.087 0.805 -1.498
H: 0.186 -2.208 0.572
H: -1.305 1.106 -1.153
H: -1.759 -0.661 -0.852
H: -2.918 0.738 -0.065


Record 6
Density functional theory data (ωB97M-V with the def2-TZVPD basis set) for an isolated molecule of C5H12 at a distorted geometry.

Calculated values
E_HOMO = -9.722 eV
structure (SMILES) = CCCCC
relative energy (zero: lowest compared OMol25 entry of this formula, charge and spin) = 91.2 kcal/mol

Element x y z (Å)
C: -2.230 -0.762 0.089
C: -1.497 0.694 -0.233
C: -0.021 0.632 0.295
C: 0.999 -0.273 -0.274
C: 2.589 -0.183 0.080
H: -3.306 -0.712 -0.003
H: -1.870 -0.989 1.117
H: -1.758 -1.255 -0.605
H: -1.787 1.556 0.378
H: -1.199 0.734 -1.262
H: -0.396 0.211 1.387
H: 0.441 1.569 0.183
H: 0.490 -1.344 -0.439
H: 1.264 0.235 -1.211
H: 3.398 -0.776 -0.384
H: 2.947 -0.656 1.018
H: 2.740 0.784 0.080


Record 7
Density functional theory data (ωB97M-V with the def2-TZVPD basis set) for a structure of composition C5H12AgB2FO6S at a distorted geometry.

Calculated values
spin multiplicity = 2
E_HOMO (spin up / spin down) = -13.858 / -13.832 eV
charge = +1

Element x y z (Å)
C: -2.832 -0.263 -2.086
O: -1.865 0.809 -2.025
C: -2.015 1.582 -0.803
B: -1.417 0.765 0.517
O: -0.715 -0.499 0.263
C: 0.600 -0.027 0.000
B: 1.715 -1.080 -0.509
C: 3.190 -1.265 0.071
O: 1.337 -1.893 -1.631
C: 0.822 0.824 1.316
S: 0.889 -0.059 2.945
O: 1.772 -1.237 2.928
O: -0.455 -0.331 3.498
F: 1.582 1.041 3.959
O: -0.475 1.454 1.388
H: -3.323 -0.346 -3.082
H: -3.615 -0.191 -1.294
H: -2.277 -1.219 -1.908
H: -3.106 1.773 -0.651
H: -1.546 2.590 -0.960
H: -2.415 0.412 1.112
H: 0.672 0.798 -0.796
H: 3.316 -2.340 0.365
H: 3.894 -1.125 -0.796
H: 3.474 -0.575 0.893
H: 1.204 -2.783 -1.276
H: 1.684 1.533 1.373
Ag: -0.096 1.649 -2.812


Record 8
Density functional theory data (ωB97M-V with the def2-TZVPD basis set) for a structure of composition C5H12AuFO2 at a distorted geometry.

Calculated values
spin multiplicity = 3
E_HOMO (spin up / spin down) = -17.657 / -19.318 eV
charge = +2
relative energy (zero: lowest compared OMol25 entry of this formula, charge and spin) = 0.0 kcal/mol

Element x y z (Å)
F: -1.778 -1.039 0.427
C: 1.965 0.188 1.029
O: 0.589 -0.032 0.686
C: -0.376 0.413 1.644
C: -1.719 0.287 0.985
H: 1.338 -2.279 -0.919
H: 2.057 0.300 2.117
H: 2.521 -0.705 0.723
H: -0.198 1.465 1.903
H: -0.309 -0.206 2.550
H: -1.843 0.965 0.135
H: -2.545 0.370 1.697
C: 2.793 1.077 -2.016
O: 1.891 1.520 -1.025
C: 2.374 1.486 0.287
H: 3.317 1.961 -2.397
H: 3.531 0.374 -1.594
H: 2.275 0.582 -2.853
H: 1.957 2.353 0.817
H: 3.473 1.588 0.298
Au: 0.055 -1.491 -0.379


Record 9
Density functional theory data (ωB97M-V with the def2-TZVPD basis set) for an isolated molecule of C5H12BF3NO6P at a distorted geometry.

Calculated values
E_HOMO = -9.342 eV
structure (SMILES) = CCCNO[P@@](=O)(OB(O)OC)OC(F)(F)F

Element x y z (Å)
C: 0.497 2.540 3.285
C: 0.321 1.745 1.836
C: -1.002 2.381 1.105
N: -1.671 1.481 0.090
O: -1.823 0.218 0.525
P: -1.186 -0.933 -0.669
O: -1.936 -0.563 -2.047
O: 0.533 -0.665 -0.719
B: 1.196 -1.433 -1.791
O: 2.596 -1.922 -1.531
O: 0.650 -1.736 -3.129
C: 1.248 -0.778 -4.102
O: -1.648 -2.590 -0.325
C: -1.172 -3.027 0.997
F: -1.774 -2.299 2.144
F: 0.310 -3.010 1.144
F: -1.581 -4.473 1.132
H: 1.524 2.330 3.804
H: -0.427 2.207 3.963
H: 0.457 3.704 3.076
H: 0.275 0.591 2.031
H: 1.242 1.962 1.113
H: -1.794 2.821 1.882
H: -0.620 3.336 0.500
H: -1.082 1.547 -0.770
H: 2.727 -1.921 -0.524
H: 2.396 -1.002 -4.316
H: 1.160 0.290 -3.627
H: 0.587 -0.800 -5.079


Record 10
Density functional theory data (ωB97M-V with the def2-TZVPD basis set) for a cluster of 2 separate species, C5H12ClFNO7S2 in total at a distorted geometry.

Calculated values
E_HOMO = -4.102 eV
charge = -1

Element x y z (Å)
O: 5.127 0.033 0.495
S: 3.786 0.545 0.553
O: 3.641 1.941 0.361
O: 3.137 0.226 1.986
C: 2.808 -0.471 -0.539
C: 1.373 -0.015 -0.819
C: 0.389 -0.718 0.124
C: -0.975 -0.710 -0.543
N: -2.105 -0.682 0.434
C: -2.614 0.677 0.675
O: -1.480 1.515 0.743
O: -1.969 2.833 0.695
S: -3.377 -1.567 -0.129
O: -4.490 -1.393 0.733
O: -3.572 -1.385 -1.522
F: -2.837 -2.982 0.113
H: 2.961 -0.727 2.048
H: 2.758 -1.459 -0.075
H: 3.353 -0.583 -1.469
H: 1.163 1.169 -0.810
H: 1.121 -0.315 -1.835
H: 0.710 -1.757 0.259
H: 0.359 -0.246 1.105
H: -1.058 -1.643 -1.097
H: -1.036 0.094 -1.272
H: -3.140 0.712 1.628
H: -3.315 1.036 -0.085
H: -1.996 3.035 -0.256
Cl: 1.276 2.837 -1.500


Record 11
Density functional theory data (ωB97M-V with the def2-TZVPD basis set) for a structure of composition C5H12CrO3 at a distorted geometry.

Calculated values
spin multiplicity = 6
E_HOMO (spin up / spin down) = -12.969 / -13.617 eV
charge = +1
relative energy (zero: lowest compared OMol25 entry of this formula, charge and spin) = 0.0 kcal/mol

Element x y z (Å)
H: 1.373 3.622 0.488
C: 2.051 -0.481 -2.219
O: 1.169 0.513 -2.635
C: 1.401 -1.406 -1.191
O: 0.781 -0.554 -0.212
C: -0.084 -1.187 0.723
C: -0.767 -0.091 1.507
O: -1.588 0.637 0.603
C: -2.510 1.511 1.238
Cr: 0.034 1.019 -1.203
H: 2.964 -0.048 -1.765
H: 2.383 -1.117 -3.060
H: 2.131 -2.055 -0.687
H: 0.617 -2.023 -1.660
H: 0.499 -1.829 1.397
H: -0.806 -1.823 0.187
H: -0.086 0.635 1.979
H: -1.352 -0.533 2.325
H: -2.972 2.105 0.442
H: -3.237 0.913 1.806
H: -2.001 2.191 1.937


Record 12
Density functional theory data (ωB97M-V with the def2-TZVPD basis set) for a structure of composition C5H12FI2N4O2 at a distorted geometry.

Calculated values
E_HOMO = -12.068 eV
charge = +1

Element x y z (Å)
C: -1.123 -0.299 1.869
C: -2.380 0.024 1.073
I: -4.023 -1.161 1.774
C: -2.162 -0.048 -0.431
I: -4.038 0.248 -1.476
N: -1.657 -1.358 -0.857
C: -0.321 -1.567 -0.939
N: 0.552 -0.609 -1.284
N: 0.099 -2.816 -0.778
F: 1.401 -3.105 -0.913
H: -1.232 0.131 2.855
H: -1.009 -1.366 2.013
H: -0.237 0.153 1.437
H: -2.666 1.044 1.285
H: -1.563 0.779 -0.771
H: -2.086 -2.088 -0.296
H: 1.520 -0.882 -1.178
H: 0.423 0.287 -0.815
H: -0.496 -3.604 -0.589
C: 3.588 2.024 -0.256
N: 2.266 2.707 -0.313
O: 2.237 3.896 -0.210
O: 1.270 2.004 -0.466
H: 4.353 2.778 -0.120
H: 3.563 1.334 0.582
H: 3.722 1.495 -1.196